Entry from the Open Molecules 2025 dataset: a molecular structure, C62H60CsN5O3S3Te (ωB97M-V/def2-TZVPD).

E_LUMO   3.28 eV
Net charge   -2
Frontier orbital gap   5.30 eV
Calculated total energy   -119210.324 eV
Energy above the lowest of the compared OMol25 structures with the same formula, charge and spin   10.62 kJ/mol
Spin multiplicity   1

Cartesian coordinates (Å):
Cs 0.538 0.145 1.227
C -1.852 2.668 -0.901
N -0.805 3.337 -0.152
C -1.328 3.926 1.071
C -0.217 4.363 2.026
N 0.057 3.398 3.079
C 1.367 3.669 3.665
C -0.961 3.139 4.021
C -2.083 3.967 4.108
C -3.103 3.740 5.025
C -2.994 2.678 5.907
C -1.889 1.839 5.827
C -0.870 2.005 4.881
S 0.368 0.778 4.724
C -0.019 4.242 -0.956
C -0.675 5.219 -1.699
C 0.008 6.101 -2.523
C 1.394 5.995 -2.593
C 2.059 5.038 -1.850
C 1.393 4.129 -0.999
S 2.303 2.959 -0.087
H -2.663 3.341 -1.234
H -2.312 1.903 -0.269
H -1.420 2.184 -1.778
H -1.948 3.167 1.556
H -1.991 4.785 0.851
H -0.425 5.365 2.441
H 0.705 4.439 1.451
H 1.383 4.673 4.125
H 2.114 3.633 2.871
H 1.611 2.924 4.415
H -2.165 4.813 3.438
H -3.960 4.403 5.055
H -3.765 2.493 6.647
H -1.804 0.991 6.498
H -1.757 5.289 -1.633
H -0.528 6.848 -3.097
H 1.960 6.662 -3.235
H 3.136 4.953 -1.911
C 2.483 -3.564 -6.394
C 2.491 -3.209 -4.930
C 3.441 -3.687 -4.057
C 3.474 -3.356 -2.691
C 4.564 -3.945 -1.903
O 5.170 -4.950 -2.268
C 4.967 -3.344 -0.581
C 5.444 -4.184 0.419
C 5.879 -3.660 1.628
C 5.860 -2.287 1.836
C 5.403 -1.442 0.833
C 4.951 -1.971 -0.366
C 2.458 -2.515 -2.115
O 2.358 -2.237 -0.893
C 1.511 -1.980 -3.073
C 1.519 -2.339 -4.393
C 0.455 -1.067 -2.546
N 0.431 0.199 -2.562
C 1.458 1.113 -3.017
C 2.781 0.605 -3.574
Te 3.999 2.261 -4.190
C 2.616 2.814 -5.693
C 1.682 3.817 -5.439
C 0.721 4.136 -6.390
C 0.683 3.457 -7.600
C 1.611 2.457 -7.859
C 2.574 2.139 -6.911
C -0.761 -1.727 -1.950
C -1.675 -0.961 -1.229
C -2.821 -1.525 -0.699
C -3.086 -2.874 -0.900
C -2.183 -3.648 -1.615
C -1.022 -3.082 -2.129
H 3.286 -4.267 -6.622
H 2.622 -2.684 -7.029
H 1.539 -4.029 -6.693
H 4.219 -4.354 -4.415
H 5.467 -5.250 0.234
H 6.230 -4.323 2.411
H 6.188 -1.876 2.783
H 5.371 -0.372 0.994
H 4.561 -1.319 -1.134
H 0.762 -1.917 -5.052
H 1.683 1.735 -2.145
H 0.977 1.778 -3.741
H 2.685 -0.035 -4.446
H 3.362 0.075 -2.821
H 1.694 4.332 -4.485
H -0.010 4.906 -6.174
H -0.075 3.698 -8.336
H 1.581 1.918 -8.798
H 3.294 1.354 -7.112
H -1.465 0.091 -1.098
H -3.494 -0.918 -0.108
H -3.979 -3.320 -0.476
H -2.376 -4.705 -1.769
H -0.312 -3.694 -2.671
O -1.959 -0.788 2.413
S -2.328 -0.708 3.856
C -4.193 -0.649 3.929
C -4.755 -0.174 2.632
C -5.444 -1.039 1.789
C -5.956 -0.586 0.581
C -5.762 0.732 0.193
C -5.055 1.596 1.020
C -4.560 1.148 2.234
C -2.100 -2.389 4.536
C -2.695 -3.478 3.711
C -3.851 -4.141 4.119
C -4.418 -5.132 3.331
C -3.831 -5.472 2.119
C -2.679 -4.818 1.705
C -2.113 -3.826 2.492
H -4.373 0.080 4.722
H -4.596 -1.619 4.215
H -5.563 -2.078 2.078
H -6.485 -1.272 -0.071
H -6.142 1.080 -0.760
H -4.876 2.619 0.712
H -4.001 1.821 2.878
H -2.506 -2.349 5.550
H -1.013 -2.463 4.597
H -4.303 -3.886 5.072
H -5.315 -5.639 3.665
H -4.270 -6.245 1.500
H -2.216 -5.069 0.760
H -1.224 -3.307 2.157
N 2.217 -1.849 4.203
C 3.129 -2.653 4.780
C 3.633 -3.460 3.785
C 2.943 -3.059 2.623
N 2.092 -2.081 2.890
H 1.664 -1.116 4.631
H 3.357 -2.581 5.830
H 4.394 -4.215 3.879
H 3.050 -3.400 1.604


Entry from the Open Molecules 2025 dataset: a molecular structure, C22H29BrClN4ORuS (ωB97M-V/def2-TZVPD).

E_LUMO (alpha / beta)   -6.61 / -6.09 eV
Net charge   +2
Frontier orbital gap (alpha / beta)   7.54 / 8.07 eV
Calculated total energy   -127259.406 eV
Energy above the lowest of the compared OMol25 structures with the same formula, charge and spin   221.01 kJ/mol
Spin multiplicity   2

Cartesian coordinates (Å):
Ru 0.100 0.193 0.184
N -0.098 -0.981 2.163
C -0.208 -2.414 1.829
C -1.407 -2.607 0.944
N -1.251 -1.823 -0.279
C -0.770 -2.530 -1.476
C 0.686 -2.211 -1.740
N 0.826 -0.745 -1.822
H 0.707 -0.835 2.764
H -0.920 -0.689 2.682
H -0.314 -3.044 2.714
H 0.708 -2.701 1.311
H -2.299 -2.254 1.466
H -1.545 -3.671 0.741
H -2.135 -1.384 -0.497
H -1.361 -2.200 -2.332
H -0.895 -3.610 -1.382
H 0.997 -2.713 -2.658
H 1.313 -2.568 -0.924
H 0.239 -0.376 -2.566
H 1.780 -0.479 -2.043
O 0.361 2.162 -0.923
S -0.530 3.410 -0.924
C -0.436 4.046 -2.580
C -1.483 4.840 -3.022
C -1.422 5.364 -4.306
C -0.338 5.075 -5.122
C 0.693 4.260 -4.667
C 0.648 3.733 -3.386
C 0.433 4.641 -0.061
C 1.805 4.472 0.066
C 2.532 5.441 0.742
C 1.884 6.535 1.303
C 0.509 6.679 1.179
C -0.229 5.725 0.492
H -2.330 5.051 -2.379
H -2.228 5.988 -4.667
H -0.299 5.481 -6.124
H 1.534 4.036 -5.310
H 1.439 3.095 -3.013
H 2.287 3.606 -0.371
H 3.607 5.347 0.825
H 2.454 7.277 1.845
H 0.006 7.530 1.617
H -1.303 5.827 0.385
Cl -2.427 0.982 -0.673
C -1.798 1.037 0.973
H -2.423 0.421 1.609
H -1.701 2.064 1.305
Br 4.014 3.098 3.154
C 3.717 1.644 2.010
C 4.771 0.888 1.521
C 4.486 -0.192 0.700
C 3.170 -0.470 0.388
N 2.160 0.266 0.861
C 2.422 1.307 1.664
H 5.792 1.141 1.776
H 5.274 -0.821 0.309
H 2.915 -1.308 -0.246
H 1.582 1.872 2.044


Entry from the Open Molecules 2025 dataset: a single C3H6N2 molecule (ωB97M-V/def2-TZVPD).

E_LUMO   1.09 eV
Frontier orbital gap   9.84 eV
Calculated total energy   -6185.814 eV
Energy above the lowest of the compared OMol25 structures with the same formula, charge and spin   263.49 kJ/mol
Spin multiplicity   1
Structure (SMILES)   C=C=NNC

Cartesian coordinates (Å):
C 1.397 -0.996 -0.282
N 0.516 -0.690 0.846
C -1.652 1.806 -0.191
C -1.183 0.623 0.110
N -0.840 -0.525 0.395
H 1.048 -1.838 -0.898
H 2.384 -1.234 0.125
H 1.508 -0.116 -0.920
H 0.453 -1.530 1.412
H -2.090 2.420 0.589
H -1.614 2.176 -1.209


Entry from the Open Molecules 2025 dataset: 2 unconnected molecules or ions with the total composition C7H10 (ωB97M-V/def2-TZVPD).

E_LUMO   1.17 eV
Frontier orbital gap   9.71 eV
Calculated total energy   -7417.025 eV
Energy above the lowest of the compared OMol25 structures with the same formula, charge and spin   386.87 kJ/mol
Spin multiplicity   1
Structure (SMILES)   C=C1C[C@@H]2[C@@H]3[C@H]1[C@H]23.[H][H]

Cartesian coordinates (Å):
C -0.945 1.377 1.183
C -0.205 0.625 0.378
C 0.463 0.947 -0.935
C 0.287 -0.428 -1.598
C 0.609 -1.526 -0.632
C -0.150 -0.858 0.473
C -0.786 -1.198 -0.860
H -1.086 2.439 1.035
H -1.447 0.915 2.031
H 0.998 0.715 2.246
H 1.513 1.233 -0.778
H -0.038 1.753 -1.476
H 0.452 -0.593 -2.660
H 1.124 -2.471 -0.699
H 1.492 0.156 2.249
H -0.378 -1.398 1.389
H -1.728 -1.664 -1.089


Entry from the Open Molecules 2025 dataset: 2 unconnected molecules or ions with the total composition C6H10BrCl3N2O (ωB97M-V/def2-TZVPD).

E_LUMO   -0.94 eV
Frontier orbital gap   7.57 eV
Calculated total energy   -119018.592 eV
Energy above the lowest of the compared OMol25 structures with the same formula, charge and spin   137.59 kJ/mol
Spin multiplicity   1

Cartesian coordinates (Å):
C -1.405 -1.223 0.786
C -3.723 -1.091 0.447
C -3.059 0.200 0.163
C 1.915 -0.291 -0.771
C -0.830 1.159 0.065
C 0.490 1.028 0.657
N -2.682 -2.010 0.539
N -1.806 0.178 0.569
O 1.166 -0.249 0.527
Cl -4.816 -1.582 -0.837
Cl -4.652 -0.881 2.045
Cl -2.422 -0.031 -2.494
Br -4.078 1.815 -0.036
H -0.920 -1.335 1.777
H -0.517 -1.414 0.211
H 2.281 -1.293 -0.662
H 2.807 0.374 -0.730
H 1.420 -0.211 -1.759
H -1.307 2.120 0.115
H -0.800 0.758 -0.864
H 0.422 1.226 1.748
H 1.375 1.773 0.317
H -2.760 -2.907 1.027


Entry from the Open Molecules 2025 dataset: a single C3H7N3O molecule (ωB97M-V/def2-TZVPD).

E_LUMO   0.87 eV
Frontier orbital gap   9.95 eV
Calculated total energy   -9739.012 eV
Energy above the lowest of the compared OMol25 structures with the same formula, charge and spin   388.03 kJ/mol
Spin multiplicity   1
Structure (SMILES)   [H]/N=C\C(=N/[H])NOC

Cartesian coordinates (Å):
C -0.214 1.903 1.309
N -0.763 0.219 -0.350
C 0.322 -0.569 -0.189
C 0.504 -1.509 -1.338
O -1.176 1.336 0.434
N 0.948 -0.681 0.919
N -0.359 -2.251 -1.870
H -1.112 0.592 -1.244
H 1.602 -1.457 0.929
H -1.306 -2.125 -1.501
H 1.532 -1.637 -1.679
H 0.209 1.151 1.978
H 0.590 2.377 0.738
H -0.775 2.651 1.866


Entry from the Open Molecules 2025 dataset: a molecular structure, C34H32N2O7SeTaTe (ωB97M-V/def2-TZVPD).

E_LUMO   -4.04 eV
Net charge   +1
Frontier orbital gap   6.70 eV
Calculated total energy   -127279.443 eV
Energy above the lowest of the compared OMol25 structures with the same formula, charge and spin   46.23 kJ/mol
Spin multiplicity   1

Cartesian coordinates (Å):
Ta 0.078 1.269 0.802
O -1.073 -2.101 -1.803
C -1.320 -1.020 -1.108
O -0.543 -0.639 -0.239
C -2.636 -0.391 -1.522
O -3.043 0.706 -0.751
C -2.818 2.009 -1.298
C -1.407 2.285 -0.852
O -1.164 2.856 0.264
O -0.465 1.616 -1.355
H -0.214 -2.475 -1.540
H -3.390 -1.175 -1.415
H -2.550 -0.154 -2.587
H -3.527 2.681 -0.826
H -2.921 2.021 -2.383
Se 1.516 2.389 2.458
C 0.772 1.908 4.171
C 1.359 0.867 4.883
C 0.894 0.557 6.151
C -0.144 1.292 6.710
C -0.727 2.329 5.995
C -0.272 2.639 4.719
H 2.176 0.304 4.446
H 1.344 -0.257 6.704
H -0.496 1.058 7.706
H -1.532 2.905 6.431
H -0.727 3.445 4.157
O -1.705 1.353 2.215
C -1.381 0.232 2.693
N -2.043 -0.586 3.503
C -1.387 -1.907 3.489
C -0.070 -1.560 2.735
O 0.854 -2.303 2.562
N -0.191 -0.256 2.279
C -2.241 -2.858 2.641
C -1.804 -3.427 1.453
C -2.657 -4.243 0.715
C -3.945 -4.492 1.156
C -4.380 -3.938 2.355
C -3.530 -3.134 3.093
C -1.132 -2.466 4.873
C -1.509 -1.775 6.016
C -1.276 -2.325 7.271
C -0.654 -3.558 7.385
C -0.270 -4.246 6.241
C -0.514 -3.708 4.989
H -3.025 -0.454 3.686
H -0.786 -3.272 1.118
H -2.302 -4.698 -0.201
H -4.603 -5.131 0.583
H -5.376 -4.147 2.720
H -3.865 -2.737 4.046
H -1.968 -0.799 5.939
H -1.580 -1.785 8.158
H -0.470 -3.985 8.362
H 0.216 -5.209 6.325
H -0.220 -4.250 4.099
C 7.480 1.342 3.174
C 6.265 1.361 2.288
C 5.580 0.194 1.984
C 4.463 0.191 1.154
C 3.761 -1.108 0.875
C 4.032 1.409 0.626
Te 2.345 1.496 -0.632
C 4.707 2.606 0.903
C 4.255 3.931 0.352
C 5.815 2.555 1.737
H 7.594 0.380 3.671
H 7.420 2.118 3.937
H 8.383 1.528 2.590
H 5.924 -0.748 2.397
H 4.348 -1.949 1.240
H 3.590 -1.253 -0.193
H 2.790 -1.149 1.372
H 3.246 4.182 0.687
H 4.245 3.928 -0.740
H 4.922 4.728 0.677
H 6.340 3.476 1.966


Entry from the Open Molecules 2025 dataset: a single C19H12Cl2N4O4 molecule (ωB97M-V/def2-TZVPD).

E_LUMO   -2.17 eV
Frontier orbital gap   6.66 eV
Calculated total energy   -59088.967 eV
Energy above the lowest of the compared OMol25 structures with the same formula, charge and spin   55.68 kJ/mol
Spin multiplicity   1
Structure (SMILES)   O=C1C=C/C(=N/Nc2ccc([N+](=O)[O-])cc2Cl)C=C1C(=O)Nc1cccc(Cl)c1

Cartesian coordinates (Å):
O -3.111 2.794 -0.157
O -0.071 1.155 2.053
O 5.445 -5.514 -4.036
O 4.445 -4.994 -5.914
Cl 0.018 1.664 7.096
Cl 3.112 -2.758 -0.176
N -0.372 -1.225 -2.440
C -2.535 1.801 -0.578
C -1.133 1.555 1.590
C -2.782 1.420 -1.983
C -1.447 1.164 0.193
C -2.041 0.413 -2.540
C -0.701 0.196 -0.460
C -0.981 -0.246 -1.816
C -2.122 4.602 5.267
C -1.480 3.832 6.257
C 1.477 -2.990 -3.877
C -2.276 4.071 3.965
C -1.129 2.074 4.603
C 2.407 -3.799 -4.549
C 3.831 -3.751 -2.606
C -0.923 2.571 5.907
C 2.854 -3.079 -1.880
C 1.683 -2.626 -2.548
C -1.790 2.795 3.617
C 3.620 -4.162 -3.934
N 0.696 -1.929 -1.840
N -2.004 2.333 2.318
N 4.552 -4.948 -4.677
H -3.509 2.009 -2.544
H -2.249 0.084 -3.590
H 0.143 -0.251 0.069
H -2.518 5.582 5.552
H -1.416 4.199 7.259
H 0.567 -2.718 -4.397
H -2.766 4.682 3.180
H -0.700 1.101 4.412
H 2.211 -4.096 -5.580
H 4.767 -4.099 -2.128
H 0.994 -1.701 -0.862
H -2.769 2.789 1.773


Entry from the Open Molecules 2025 dataset: a molecular structure, C5H11N2 (ωB97M-V/def2-TZVPD).

E_LUMO   -3.15 eV
Net charge   +1
Frontier orbital gap   11.61 eV
Calculated total energy   -8332.141 eV
Energy above the lowest of the compared OMol25 structures with the same formula, charge and spin   480.26 kJ/mol
Spin multiplicity   1

Cartesian coordinates (Å):
C 0.097 -0.863 -2.015
C -0.459 -1.245 0.263
C -0.918 -0.106 -1.357
C 0.813 0.973 1.978
C 0.520 1.074 0.457
N -0.802 -1.592 -1.156
N -0.610 0.270 0.094
H 0.011 -0.866 -3.039
H 1.220 -0.757 -1.736
H -1.267 -1.657 0.848
H 0.591 -1.606 0.364
H -2.096 0.316 -2.049
H 1.463 0.113 2.152
H 1.254 1.891 2.369
H -0.197 0.758 2.409
H 1.264 0.606 -0.364
H 0.481 2.081 0.175
H -1.364 0.609 0.606


Entry from the Open Molecules 2025 dataset: a single C4H8O2 molecule (ωB97M-V/def2-TZVPD).

E_LUMO   0.97 eV
Frontier orbital gap   10.72 eV
Calculated total energy   -8371.686 eV
Energy above the lowest of the compared OMol25 structures with the same formula, charge and spin   153.96 kJ/mol
Spin multiplicity   1
Structure (SMILES)   CCOCC=O

Cartesian coordinates (Å):
C -1.962 -0.429 -0.407
C -0.557 -0.022 -0.799
O -0.084 0.932 0.140
C 1.305 0.885 0.320
C 1.690 -0.279 1.221
O 2.779 -0.797 1.235
H -2.612 0.448 -0.338
H -1.951 -0.926 0.568
H -2.381 -1.120 -1.146
H 0.101 -0.906 -0.813
H -0.536 0.418 -1.807
H 1.600 1.816 0.819
H 1.864 0.816 -0.625
H 0.867 -0.606 1.896


Entry from the Open Molecules 2025 dataset: a single C2H8N4 molecule (ωB97M-V/def2-TZVPD).

E_LUMO   0.97 eV
Frontier orbital gap   9.83 eV
Calculated total energy   -8160.642 eV
Energy above the lowest of the compared OMol25 structures with the same formula, charge and spin   348.29 kJ/mol
Spin multiplicity   1
Structure (SMILES)   C/C(=N/N)NN

Cartesian coordinates (Å):
C -1.695 -0.715 0.114
C -0.252 -0.297 -0.322
H -2.609 -0.520 -0.636
H -2.176 -0.158 1.095
H -1.628 -1.767 0.325
H -0.996 1.577 -1.008
H 1.460 1.281 0.510
H 0.210 1.636 1.294
H 2.605 -1.511 0.241
H 2.041 -0.534 -1.222
N -0.092 1.065 -0.776
N 0.584 1.758 0.390
N 0.610 -1.117 0.089
N 1.939 -0.698 -0.096


Entry from the Open Molecules 2025 dataset: a molecular structure, C28H28CoIN2O4PSe3Te2 (ωB97M-V/def2-TZVPD).

E_LUMO (alpha / beta)   3.41 / 3.41 eV
Net charge   -2
Frontier orbital gap (alpha / beta)   5.05 / 5.28 eV
Calculated total energy   -306306.819 eV
Energy above the lowest of the compared OMol25 structures with the same formula, charge and spin   83.69 kJ/mol
Spin multiplicity   4

Cartesian coordinates (Å):
Co 1.232 0.048 2.298
Se 3.239 0.028 3.577
Se 2.721 -0.664 5.647
Te 3.328 3.731 2.332
Se 1.490 2.362 1.490
N -0.028 0.300 4.033
N -1.339 0.353 3.543
C -1.549 0.150 2.173
O -2.703 0.016 1.773
O -0.496 0.176 1.440
H 0.210 -0.571 4.504
H 0.174 1.086 4.637
H -2.092 0.053 4.140
Te -1.232 2.560 -0.489
C -0.365 4.270 -1.408
C 0.397 5.147 -0.637
C 1.005 6.250 -1.221
C 0.851 6.500 -2.577
C 0.090 5.632 -3.349
C -0.505 4.521 -2.770
C -2.987 2.766 -1.693
C -3.339 1.777 -2.603
C -4.522 1.864 -3.327
C -5.366 2.950 -3.152
C -5.022 3.945 -2.245
C -3.847 3.846 -1.516
H 0.534 4.954 0.420
H 1.600 6.914 -0.606
H 1.328 7.360 -3.032
H -0.033 5.815 -4.410
H -1.093 3.848 -3.383
H -2.686 0.924 -2.741
H -4.785 1.076 -4.024
H -6.291 3.018 -3.712
H -5.682 4.791 -2.092
H -3.592 4.617 -0.798
C 4.258 -0.293 0.334
P 2.484 -0.756 0.328
C 1.999 -0.114 -1.314
C 2.577 -2.559 0.077
C 2.080 -3.212 -1.046
C 2.045 -4.599 -1.103
C 2.505 -5.349 -0.033
C 3.000 -4.707 1.097
C 3.031 -3.325 1.154
H 4.764 -0.792 1.159
H 4.328 0.785 0.498
H 4.737 -0.560 -0.610
H 2.610 -0.529 -2.119
H 2.126 0.970 -1.281
H 0.943 -0.308 -1.506
H 1.691 -2.640 -1.880
H 1.636 -5.091 -1.978
H 2.453 -6.431 -0.064
H 3.329 -5.284 1.952
H 3.354 -2.830 2.064
I -3.088 -5.308 -2.058
C -2.008 -4.551 -0.420
C -1.417 -3.305 -0.515
C -0.686 -2.825 0.563
C -0.552 -3.573 1.724
C -1.179 -4.813 1.800
C -1.904 -5.316 0.732
C 0.273 -3.082 2.919
O 0.311 -3.830 3.903
O 0.888 -1.986 2.778
H -1.531 -2.704 -1.408
H -0.248 -1.837 0.522
H -1.066 -5.377 2.717
H -2.385 -6.284 0.795


Q: Look up the calculated total energy of the twelfth one.
A: -306306.819 eV